{"formula": "C44H56AuN3P2SSi2", "method": "the ωB97M-V functional and the def2-TZVPD basis", "elements": ["Au", "C", "Si", "C", "C", "N", "P", "C", "P", "N", "Si", "C", "C", "C", "C", "C", "C", "C", "C", "C", "C", "C", "C", "C", "C", "C", "C", "C", "C", "C", "C", "C", "C", "C", "C", "C", "C", "C", "H", "H", "H", "H", "H", "H", "H", "H", "H", "H", "H", "H", "H", "H", "H", "H", "H", "H", "H", "H", "H", "H", "H", "H", "H", "H", "H", "H", "H", "H", "H", "H", "H", "H", "H", "H", "H", "H", "C", "C", "C", "C", "C", "C", "C", "C", "N", "C", "C", "C", "C", "H", "H", "H", "H", "H", "H", "H", "H", "H", "H", "H", "H", "H", "H", "H", "H", "H", "H", "S", "C"], "xyz": [[0.552, -1.128, 0.283], [4.054, -2.730, -1.296], [4.312, -1.611, 0.172], [4.552, -2.636, 1.711], [5.901, -0.656, -0.107], [2.968, -0.581, 0.372], [2.574, 0.929, 0.026], [0.955, 0.808, -0.470], [-0.501, 1.628, -0.089], [-1.693, 0.597, -0.237], [-3.375, 0.803, -0.182], [-4.220, -0.560, -1.142], [-4.020, 0.801, 1.595], [-4.023, 2.388, -0.973], [-0.599, 3.017, -1.301], [-0.924, 2.654, -2.614], [-0.950, 3.600, -3.626], [-0.641, 4.929, -3.351], [-0.296, 5.297, -2.061], [-0.274, 4.344, -1.045], [-0.630, 2.419, 1.562], [-1.470, 3.508, 1.800], [-1.657, 3.994, 3.088], [-1.017, 3.389, 4.161], [-0.208, 2.284, 3.944], [-0.025, 1.803, 2.654], [3.004, 1.973, 1.463], [2.896, 3.359, 1.413], [3.155, 4.132, 2.537], [3.528, 3.520, 3.726], [3.639, 2.138, 3.786], [3.379, 1.367, 2.659], [3.556, 1.685, -1.332], [3.115, 1.434, -2.633], [3.847, 1.878, -3.727], [5.030, 2.580, -3.536], [5.480, 2.833, -2.249], [4.750, 2.383, -1.155], [4.853, -3.472, -1.392], [4.014, -2.141, -2.219], [3.101, -3.260, -1.188], [5.045, -3.589, 1.486], [3.581, -2.857, 2.158], [5.171, -2.103, 2.442], [6.752, -1.343, -0.040], [6.034, 0.122, 0.653], [5.924, -0.179, -1.092], [-3.852, -1.554, -0.872], [-4.031, -0.424, -2.213], [-5.306, -0.538, -0.985], [-3.221, 0.522, 2.289], [-4.845, 0.093, 1.728], [-4.382, 1.793, 1.885], [-3.848, 2.392, -2.053], [-3.585, 3.304, -0.569], [-5.106, 2.432, -0.802], [-1.159, 1.616, -2.821], [-1.208, 3.303, -4.636], [-0.662, 5.670, -4.141], [-0.040, 6.326, -1.841], [0.019, 4.645, -0.047], [-1.992, 3.977, 0.976], [-2.311, 4.842, 3.254], [-1.163, 3.770, 5.166], [0.281, 1.791, 4.776], [0.575, 0.917, 2.491], [2.585, 3.839, 0.490], [3.063, 5.210, 2.486], [3.731, 4.122, 4.604], [3.924, 1.656, 4.714], [3.456, 0.286, 2.688], [2.180, 0.899, -2.763], [3.490, 1.678, -4.730], [5.600, 2.928, -4.389], [6.404, 3.377, -2.094], [5.123, 2.572, -0.155], [-1.378, -2.245, -4.045], [-1.987, -3.034, -2.911], [-3.096, -3.848, -3.119], [-3.650, -4.541, -2.052], [-4.858, -5.422, -2.253], [-3.101, -4.411, -0.782], [-2.008, -3.567, -0.534], [-1.449, -2.910, -1.642], [-1.480, -3.414, 0.751], [-2.290, -3.574, 2.003], [-3.683, -2.973, 1.774], [-2.381, -5.026, 2.489], [-1.668, -2.719, 3.121], [-1.826, -2.515, -5.002], [-0.301, -2.414, -4.108], [-1.527, -1.173, -3.890], [-3.521, -3.949, -4.114], [-4.912, -5.789, -3.280], [-5.781, -4.871, -2.050], [-4.836, -6.283, -1.584], [-3.529, -4.999, 0.015], [-0.598, -2.258, -1.508], [-4.322, -3.559, 1.119], [-3.590, -1.969, 1.354], [-4.182, -2.890, 2.743], [-2.912, -5.667, 1.784], [-2.911, -5.062, 3.446], [-1.377, -5.427, 2.623], [-1.578, -1.677, 2.803], [-0.687, -3.071, 3.425], [-2.332, -2.764, 3.987], [0.921, -4.136, 1.524], [-0.089, -3.038, 0.847]], "forces_ev_per_angstrom": [[-0.0519, -0.1118, -0.3015], [-0.0702, -0.1591, -0.1531], [-0.1251, -0.1339, -0.0014], [0.0537, -0.1043, 0.1907], [0.1313, 0.1786, -0.0986], [-0.0090, 0.3706, 0.0529], [0.0423, -0.1673, -0.3129], [-0.2339, 0.1295, 0.8646], [-0.0621, -0.1239, -0.5599], [0.1352, 0.3326, -0.1700], [0.0513, -0.0708, 0.1223], [-0.0631, -0.1965, -0.1016], [-0.0782, -0.0303, 0.1456], [-0.0168, 0.1182, -0.0578], [-0.0285, -0.0703, 0.0086], [-0.0336, 0.0261, 0.1457], [0.0126, 0.0141, 0.0207], [-0.0101, -0.0699, -0.0156], [0.0022, -0.0766, 0.0663], [0.1327, 0.0452, 0.0024], [-0.0465, 0.0449, 0.0401], [0.0548, 0.0260, 0.0716], [0.0105, -0.0434, -0.0591], [-0.0238, 0.0312, 0.0030], [0.0157, -0.0398, -0.0997], [-0.0370, 0.0006, 0.0547], [0.0116, -0.0574, 0.0022], [-0.1462, 0.1558, 0.0311], [-0.0191, -0.0599, -0.0992], [0.0047, -0.0300, 0.0170], [-0.0225, -0.0326, -0.0474], [0.0595, 0.0449, 0.0171], [0.0846, -0.1636, -0.0242], [-0.0076, 0.0786, -0.0005], [-0.0302, -0.0138, 0.0524], [-0.0394, -0.0225, -0.0241], [-0.0626, -0.0294, 0.1048], [0.0148, 0.0289, 0.0378], [-0.0483, 0.0379, -0.0167], [-0.0157, -0.0444, 0.0462], [0.0614, 0.0100, -0.0183], [-0.0174, 0.0700, 0.0299], [0.0291, -0.0433, -0.0042], [-0.0732, -0.0273, -0.0122], [-0.0264, 0.0361, -0.0022], [0.0246, -0.0538, -0.0505], [0.0222, -0.0260, 0.0987], [-0.0432, 0.0806, -0.0481], [-0.0082, -0.0488, 0.0538], [0.0792, 0.0059, -0.0174], [-0.0505, 0.0070, -0.0234], [0.0508, 0.0774, 0.0071], [0.0395, -0.0406, 0.0151], [-0.0207, 0.0074, 0.0287], [-0.0043, -0.0391, 0.0254], [0.0401, 0.0301, -0.0500], [-0.0088, 0.0072, 0.0054], [-0.0002, -0.0049, 0.0120], [-0.0025, -0.0146, -0.0035], [0.0021, 0.0021, 0.0172], [-0.0153, 0.0115, 0.0124], [-0.0200, 0.0176, -0.0209], [0.0015, -0.0027, -0.0124], [0.0058, -0.0050, -0.0216], [-0.0047, 0.0006, -0.0225], [0.1089, -0.0409, -0.0063], [0.0326, 0.0077, -0.0222], [-0.0112, -0.0041, -0.0059], [-0.0142, -0.0145, -0.0062], [0.0075, 0.0002, -0.0150], [-0.0147, 0.0160, 0.0242], [0.0182, 0.0002, -0.0087], [-0.0020, 0.0036, 0.0164], [-0.0129, -0.0051, 0.0123], [-0.0080, -0.0071, 0.0110], [-0.0280, -0.0009, 0.0013], [-0.0130, -0.0148, 0.0389], [-0.0145, 0.0239, -0.0472], [0.0378, 0.0387, -0.0116], [-0.0400, -0.0449, 0.0473], [0.0215, 0.0038, -0.0075], [-0.0004, -0.0620, -0.1533], [-0.0563, 0.1620, 0.0786], [-0.0775, -0.0394, -0.0015], [0.1995, 0.1804, 0.0224], [0.1011, 0.1080, -0.2297], [-0.1069, 0.0516, 0.1026], [0.0284, -0.0139, -0.0281], [-0.0117, -0.0181, -0.0371], [0.0017, -0.0063, 0.0126], [-0.0170, -0.0032, 0.0074], [-0.0061, -0.0222, 0.0185], [0.0165, 0.0086, 0.0362], [0.0047, 0.0083, 0.0200], [0.0118, 0.0056, 0.0015], [0.0018, 0.0053, -0.0044], [0.0434, -0.0095, -0.0339], [-0.0182, -0.0416, -0.0742], [0.0286, 0.0553, 0.0610], [0.0078, -0.0659, 0.0442], [-0.0171, -0.0030, -0.0225], [0.0284, 0.0258, 0.0251], [0.0026, 0.0160, -0.0429], [-0.0054, -0.0052, 0.0192], [-0.0005, -0.0355, -0.0119], [0.0171, -0.0311, 0.0004], [0.0082, 0.0285, -0.0108], [0.1555, -0.0561, 0.1231], [-0.0051, -0.0732, 0.1032]], "total_charge": -1, "gap_ha": [0.2545, 0.2070], "s_squared": 0.757, "e_homo_ev": [-4.429, -4.275], "multiplicity": 2, "energy_ev": -99871.824, "e_lumo_ev": [2.50, 1.36]}

---

{"formula": "C44H56GeN8O4S2Zr", "method": "the ωB97M-V functional and the def2-TZVPD basis", "elements": ["Zr", "C", "C", "C", "C", "C", "C", "N", "C", "C", "C", "C", "C", "C", "N", "N", "C", "C", "C", "C", "C", "N", "H", "H", "H", "H", "H", "H", "H", "H", "H", "H", "H", "H", "H", "N", "N", "C", "O", "O", "H", "H", "H", "S", "C", "N", "C", "C", "C", "N", "H", "H", "H", "H", "H", "H", "H", "H", "C", "C", "C", "C", "Ge", "C", "C", "C", "C", "H", "H", "H", "H", "H", "H", "H", "H", "H", "H", "H", "H", "H", "H", "H", "H", "H", "H", "H", "C", "C", "O", "H", "H", "H", "O", "S", "C", "C", "C", "C", "C", "C", "C", "C", "C", "C", "C", "C", "H", "H", "H", "H", "H", "H", "H", "H", "H", "H"], "xyz": [[-1.454, -0.526, -0.622], [0.760, -2.910, 3.850], [-0.531, -3.416, 3.944], [-1.541, -2.955, 3.110], [-1.265, -1.953, 2.183], [0.036, -1.492, 2.094], [1.059, -1.942, 2.900], [-2.162, -1.420, 1.242], [-3.479, -1.173, 1.559], [-4.062, -1.121, 2.835], [-5.400, -0.800, 2.987], [-6.221, -0.497, 1.901], [-5.679, -0.548, 0.637], [-4.340, -0.884, 0.481], [-3.689, -0.998, -0.754], [-4.319, -0.955, -1.821], [-3.478, -1.266, -2.933], [-4.050, -1.244, -4.182], [-3.275, -1.650, -5.262], [-1.988, -2.092, -5.025], [-1.498, -2.064, -3.725], [-2.210, -1.636, -2.685], [1.539, -3.280, 4.502], [-0.754, -4.190, 4.666], [-2.534, -3.378, 3.174], [0.729, 0.249, 1.438], [2.059, -1.540, 2.802], [-3.462, -1.352, 3.706], [-5.819, -0.779, 3.986], [-7.260, -0.241, 2.050], [-6.274, -0.333, -0.241], [-5.077, -0.924, -4.286], [-3.682, -1.637, -6.264], [-1.355, -2.449, -5.824], [-0.497, -2.416, -3.521], [0.149, 1.455, -0.753], [0.093, 1.705, -2.145], [-1.147, 1.397, -2.736], [-1.304, 1.441, -3.921], [-2.029, 0.971, -1.815], [-0.271, 2.223, -0.220], [1.121, 1.332, -0.493], [0.499, 2.572, -2.480], [-2.390, 2.035, 0.837], [-2.864, 2.672, 2.369], [-2.755, 3.986, 2.550], [-3.169, 4.697, 3.762], [-4.233, 3.888, 4.481], [-3.733, 2.465, 4.659], [-3.351, 1.931, 3.354], [-2.389, 4.502, 1.767], [-3.550, 5.671, 3.460], [-2.301, 4.859, 4.405], [-5.155, 3.885, 3.899], [-4.447, 4.335, 5.450], [-4.505, 1.817, 5.072], [-2.873, 2.439, 5.333], [-3.483, 0.952, 3.150], [2.947, 1.983, -4.616], [4.062, 1.953, -3.578], [4.299, 0.581, -2.960], [3.122, 0.062, -2.104], [1.751, -0.826, -3.098], [2.339, -2.546, -3.760], [3.070, -2.562, -5.119], [2.163, -2.488, -6.347], [1.699, -1.091, -6.738], [2.938, 2.923, -5.167], [1.952, 1.870, -4.178], [3.074, 1.185, -5.354], [3.857, 2.673, -2.779], [4.992, 2.281, -4.044], [5.174, 0.624, -2.308], [4.555, -0.133, -3.750], [2.738, 0.880, -1.502], [3.481, -0.710, -1.420], [0.714, -0.118, -3.947], [1.498, -3.242, -3.811], [2.977, -2.922, -2.959], [3.620, -3.504, -5.153], [3.832, -1.778, -5.174], [1.298, -3.142, -6.186], [2.703, -2.920, -7.190], [1.101, -0.600, -5.966], [1.082, -1.119, -7.637], [2.552, -0.446, -6.957], [-0.347, -3.300, -0.638], [0.762, -2.461, -1.191], [0.358, -1.247, -1.579], [-0.354, -4.174, -1.302], [-1.387, -2.942, -0.591], [-0.035, -3.675, 0.340], [0.233, -0.539, 1.081], [1.738, 2.057, 2.210], [3.444, 1.633, 1.983], [3.808, 0.451, 1.344], [5.148, 0.148, 1.154], [6.127, 1.025, 1.598], [5.767, 2.209, 2.226], [4.429, 2.518, 2.414], [1.339, 1.357, 3.806], [-0.003, 1.066, 4.027], [-0.397, 0.519, 5.238], [0.543, 0.259, 6.225], [1.879, 0.556, 5.996], [2.284, 1.112, 4.790], [3.045, -0.241, 1.005], [5.428, -0.778, 0.667], [7.173, 0.786, 1.456], [6.531, 2.894, 2.567], [4.141, 3.446, 2.891], [-0.728, 1.243, 3.239], [-1.438, 0.275, 5.405], [0.239, -0.175, 7.168], [2.616, 0.356, 6.763], [3.329, 1.333, 4.621]], "forces_ev_per_angstrom": [[0.9701, 0.5769, 1.5800], [-0.0224, -0.0071, -0.0128], [0.0195, 0.0324, -0.0319], [0.0410, -0.0307, 0.0657], [-0.1256, -0.0048, -0.0187], [0.1111, 0.1861, -0.0292], [-0.0485, -0.0345, 0.0311], [-0.3251, 0.1571, -0.3069], [-0.2348, -0.0587, -0.0410], [0.2196, -0.2387, 0.1435], [0.0035, -0.0032, 0.0773], [0.0778, -0.0376, -0.0618], [-0.2066, -0.0221, -0.1172], [0.0938, -0.0761, -0.2564], [-0.3379, 0.4793, 0.2564], [0.1373, -0.3984, -0.2948], [-0.3463, 0.1528, 0.3646], [0.0357, -0.0408, -0.1332], [-0.0439, 0.0285, 0.0309], [0.0383, -0.0073, 0.0797], [-0.0456, -0.0053, -0.0739], [-0.1113, 0.1898, -0.0495], [0.0055, 0.0005, 0.0102], [0.0014, -0.0108, 0.0084], [0.0061, -0.0070, -0.0098], [-0.1890, -0.1461, -0.2367], [-0.0001, -0.0038, -0.0024], [-0.0332, 0.0159, -0.0012], [0.0095, -0.0141, 0.0119], [-0.0105, 0.0111, -0.0063], [0.0148, 0.0102, 0.0002], [0.0030, -0.0028, -0.0068], [0.0030, -0.0056, -0.0145], [0.0106, -0.0113, -0.0130], [-0.0136, 0.0178, -0.0201], [-0.2844, 0.0299, -0.3616], [-0.0267, 0.1740, -0.0182], [0.0186, -0.1717, 0.5655], [-0.2967, 0.1692, -0.0704], [-0.0162, 0.0076, -0.9443], [0.1540, -0.0705, 0.1428], [-0.0587, -0.0407, 0.0907], [0.0392, -0.0608, 0.0451], [-0.1335, 0.1496, -0.0866], [0.0652, 0.0692, -0.0854], [0.0784, -0.0433, -0.0168], [0.0091, 0.0102, -0.0731], [-0.0119, 0.0157, 0.0391], [-0.0389, -0.0117, -0.0316], [0.1431, -0.0872, -0.0506], [-0.0041, 0.0225, 0.0354], [-0.0115, 0.0021, 0.0281], [-0.0083, -0.0024, 0.0104], [-0.0048, -0.0053, 0.0020], [0.0078, 0.0041, -0.0025], [-0.0140, 0.0195, -0.0094], [0.0006, 0.0066, 0.0124], [-0.0481, -0.0483, 0.0299], [-0.0521, -0.0116, -0.0684], [0.0052, 0.0299, -0.0041], [0.0332, -0.0572, 0.1237], [0.3528, 0.1286, 0.0321], [-0.4326, -0.0112, -0.0668], [0.0288, -0.1821, -0.0946], [0.0179, -0.0131, 0.0623], [-0.0340, -0.0451, -0.0068], [-0.0454, 0.0978, 0.0039], [0.0201, 0.0230, 0.0176], [0.0229, -0.0275, 0.0210], [0.0253, 0.0159, 0.0213], [-0.0059, 0.0074, -0.0074], [0.0051, -0.0091, -0.0075], [0.0070, 0.0409, -0.0152], [-0.0197, -0.0279, 0.0117], [-0.0337, 0.0929, 0.0617], [-0.0179, -0.0007, 0.0517], [-0.0205, 0.0798, 0.0092], [-0.0225, 0.0125, 0.0316], [0.0725, -0.0480, -0.0638], [0.0114, 0.0051, -0.0039], [-0.0166, 0.0119, -0.0057], [0.0062, -0.0220, -0.0031], [-0.0035, 0.0114, -0.0161], [0.0263, -0.0469, -0.0162], [0.0207, -0.0312, -0.0235], [0.0040, -0.0132, -0.0010], [0.3242, -0.0071, 0.0072], [-0.1056, 0.2814, -0.0121], [0.5674, -0.8390, -0.3668], [-0.0143, -0.0335, 0.0614], [0.0144, -0.0129, 0.0481], [-0.0335, -0.0817, -0.0192], [0.0922, -0.0816, 0.0800], [-0.0868, -0.0604, 0.0113], [0.2471, 0.0472, -0.0340], [-0.0742, -0.0762, 0.0395], [-0.0121, 0.0058, 0.0099], [-0.0071, -0.0065, -0.0025], [0.0121, -0.0108, -0.0108], [-0.0648, 0.0407, -0.0348], [-0.1017, -0.0243, 0.0310], [0.0020, 0.0264, -0.0304], [0.0026, 0.0090, -0.0057], [0.0288, 0.0119, -0.0179], [-0.0167, -0.0216, 0.0269], [0.0144, -0.0487, -0.0557], [0.0019, 0.0131, 0.0053], [-0.0041, -0.0041, -0.0014], [0.0079, -0.0023, -0.0074], [0.0019, 0.0158, 0.0087], [0.0044, 0.0038, 0.0167], [-0.0037, 0.0043, 0.0222], [-0.0370, -0.0039, 0.0024], [-0.0050, -0.0102, 0.0109], [0.0097, 0.0106, 0.0026], [0.0151, 0.0152, -0.0016]], "total_charge": 2, "gap_ha": 0.2162, "e_homo_ev": -12.343, "energy_ev": -146104.100, "e_lumo_ev": -6.46}